1.
{"formula": "C13H24N2O4S", "method": "wB97M-V/def2-TZVPD", "symbols": ["C", "C", "H", "H", "S", "O", "O", "N", "C", "C", "H", "H", "C", "C", "O", "N", "H", "C", "H", "H", "C", "C", "H", "C", "H", "C", "H", "O", "H", "H", "H", "H", "C", "C", "H", "H", "H", "H", "H", "H", "H", "H", "H", "H"], "xyz": [[1.40758, 3.02645, -1.80798], [2.73642, 2.95255, -1.21529], [3.32007, 3.79861, -1.36575], [3.43903, 2.16544, -1.46819], [2.68007, 3.06946, 0.40774], [3.96300, 3.20686, 1.16801], [1.65641, 4.31065, 1.02456], [2.07826, 1.57216, 1.04710], [0.65544, 1.44626, 1.07728], [0.13189, 0.49828, 2.17572], [0.58706, 0.85976, 3.35185], [-0.74742, 0.34201, 2.28016], [0.86567, -0.81838, 1.80082], [0.25168, -1.58826, 0.88011], [0.78834, -1.51542, -0.42238], [-0.89361, -2.12016, 1.15211], [-1.32471, -2.14870, 1.92773], [-1.70147, -2.79831, 0.09404], [-1.90583, -4.07282, 0.41371], [-1.09957, -2.88327, -0.71980], [-2.89035, -2.14407, -0.23764], [-2.72456, -0.71781, -0.74407], [-3.54088, -0.14657, -0.59839], [-2.84706, -1.17488, -2.23541], [-1.62212, -1.86449, -2.72450], [-3.87619, -2.47770, -2.34252], [-4.90282, -1.93726, -2.70229], [-3.78244, -3.04480, -0.91262], [-3.62362, -3.09304, -2.97130], [-3.18302, -0.44596, -3.06477], [-1.73181, -0.46062, -0.62073], [-3.40143, -2.00962, 0.67950], [2.35887, -0.66821, 1.91966], [2.70556, 0.49550, 0.72083], [3.77542, 0.73768, 0.82921], [2.47842, -0.09954, 0.00372], [2.95680, -1.67939, 1.50897], [2.60777, -0.18318, 3.02671], [0.69944, -1.49068, 2.93490], [0.18501, 2.50981, 1.45520], [0.00996, 1.14504, 0.16744], [0.81836, 3.91331, -1.13979], [1.08409, 2.13717, -1.76669], [1.55829, 3.39619, -2.98699]], "de_lowest_kcal_mol": 371.40, "gap_ev": 9.176, "total_energy_ha": -1317.83827, "charge": 0, "max_force_ev_per_a": 14.6}


2.
{"formula": "C13H25As2F3GdN7O5S2", "method": "wB97M-V/def2-TZVPD", "symbols": ["Gd", "C", "As", "C", "C", "C", "C", "C", "C", "C", "As", "C", "C", "H", "H", "H", "H", "H", "H", "H", "H", "H", "H", "H", "H", "H", "H", "H", "H", "N", "N", "C", "N", "N", "N", "O", "O", "H", "H", "H", "H", "H", "F", "C", "F", "F", "S", "O", "O", "O", "N", "C", "N", "S", "H", "H", "H", "H"], "xyz": [[-2.36419, -1.57433, -2.51151], [4.46583, -0.46224, 2.21264], [2.56799, 0.11766, 1.86057], [1.65726, -1.19019, 3.04810], [2.30440, 1.59686, 3.13728], [2.70500, 1.61286, 4.46493], [2.55042, 2.76208, 5.26567], [1.80731, 3.83147, 4.79007], [1.31883, 3.76695, 3.48955], [1.63413, 2.72918, 2.60934], [1.26802, 2.53160, 0.67559], [-0.65287, 2.03649, 0.92609], [0.92858, 4.54285, 0.52212], [5.11958, 0.31523, 1.73735], [4.70484, -1.49832, 1.87966], [4.55883, -0.44190, 3.32115], [0.60697, -0.95981, 3.08875], [2.10105, -1.03051, 4.05541], [1.86869, -2.19286, 2.66926], [3.26207, 0.79469, 4.79554], [3.01656, 2.88814, 6.22322], [1.52460, 4.64922, 5.42884], [0.80492, 4.67311, 3.13356], [-0.99607, 1.56103, -0.02531], [-1.12893, 2.95438, 1.29106], [-0.75406, 1.33544, 1.79606], [0.12600, 4.84948, 1.18089], [0.66501, 4.76190, -0.49359], [1.83805, 5.06205, 0.87444], [-0.02999, -0.82307, -3.80767], [0.20073, 0.57207, -3.78516], [-0.72071, 1.44730, -3.39455], [-0.48264, 2.80102, -3.39630], [-1.83618, 0.81521, -2.80837], [-3.02688, 1.12731, -3.26171], [-3.31356, 2.12877, -4.00123], [-3.90815, 0.23137, -2.94142], [0.86762, -1.22112, -3.53394], [-0.11238, -1.13398, -4.79488], [1.13948, 0.84826, -4.14185], [0.27174, 3.06297, -4.04324], [-1.25714, 3.45415, -3.40309], [-3.23550, -5.82906, -2.92132], [-3.49819, -4.61933, -3.45470], [-4.65065, -4.74654, -4.15135], [-3.65805, -3.72730, -2.33455], [-2.08129, -3.84927, -4.43705], [-1.15565, -3.49143, -3.29068], [-1.58618, -4.75417, -5.44356], [-2.80189, -2.59183, -4.72743], [-1.03430, -4.23725, -0.08426], [-1.60033, -3.31658, 0.70224], [-2.23395, -3.73836, 1.80745], [-1.64261, -1.64889, 0.26184], [-0.83645, -5.21567, 0.17206], [-0.54165, -3.84730, -0.87619], [-1.92740, -4.57736, 2.24932], [-2.81666, -3.14245, 2.39484]], "de_lowest_kcal_mol": 24.98, "spin_multiplicity": 8, "gap_ev": [5.749, 2.255], "total_energy_ha": -7602.38513, "charge": 2, "max_force_ev_per_a": 4.6}


3.
{"formula": "C13H25AuCl3NO4P2", "method": "wB97M-V/def2-TZVPD", "symbols": ["C", "C", "N", "C", "C", "C", "C", "P", "Au", "P", "C", "O", "O", "H", "H", "H", "C", "C", "H", "H", "H", "H", "C", "C", "H", "H", "H", "H", "H", "H", "H", "H", "H", "H", "H", "H", "H", "H", "H", "H", "H", "H", "Cl", "C", "Cl", "Cl", "C", "O", "O"], "xyz": [[0.69193, -3.36355, -2.98165], [0.31342, -2.16813, -2.36033], [0.98123, -1.72542, -1.27843], [2.06573, -2.37316, -0.80650], [2.47403, -3.57729, -1.38837], [1.77654, -4.07944, -2.48691], [-0.81940, -1.33981, -2.97986], [-1.20984, 0.17513, -1.97766], [0.36062, 0.33223, -0.28786], [2.18050, -0.18720, 1.01567], [2.87107, -1.73724, 0.32294], [-4.46667, -4.04794, 0.47595], [-1.14184, -3.28441, 2.75487], [0.11850, -3.66888, -3.85459], [3.33075, -4.09325, -0.96859], [2.07491, -5.00098, -2.96841], [-1.19518, 1.55848, -3.13094], [-2.85921, 0.02952, -1.25376], [3.05475, -2.47808, 1.11605], [3.86120, -1.44849, -0.06491], [-1.66558, -1.86993, -3.10115], [-0.44439, -0.92109, -3.93733], [3.38366, 1.04099, 1.45771], [1.54861, -0.51175, 2.70471], [-1.79117, -3.80734, 2.17959], [-0.61130, -3.96364, 3.32379], [-5.14938, -4.42626, -0.07392], [-3.59715, -4.42771, 0.20076], [1.45182, 1.33817, -1.20857], [0.43835, -2.01219, 2.90370], [-2.15708, 1.59211, -3.66220], [-1.03251, 2.47229, -2.54027], [-0.36719, 1.40103, -3.83645], [-3.62022, 0.21913, -2.02347], [-3.00111, -0.96788, -0.80929], [-2.94569, 0.78526, -0.45858], [2.20003, -1.16533, 3.30106], [1.11268, 0.40171, 3.18819], [0.63057, -1.24056, 2.27822], [4.03608, 0.65574, 2.25865], [3.94847, 1.25913, 0.54855], [2.82745, 1.92765, 1.80838], [-0.79871, 5.57477, 1.56157], [-0.75198, 3.90119, 2.11598], [0.67325, 3.65293, 3.18362], [-2.25945, 3.49969, 2.98567], [-0.60825, 2.88682, 0.87441], [-0.59777, 3.32142, -0.29006], [-0.51731, 1.66233, 1.28234]], "spin_multiplicity": 3, "gap_ev": [5.793, 6.760], "total_energy_ha": -3064.81031, "charge": 0, "max_force_ev_per_a": 4.4}


Question: Which value of charge does entry 3 give?
Answer: 0